1.
A structure of composition C16H38BaNO7 at a distorted geometry. Source: the Open Molecules 2025 dataset; level of theory: ωB97M-V/def2-TZVPD.

Computed properties:
gap between HOMO and LUMO	4.2	eV
energy relative to the best compared isomer or geometry (same formula, charge and spin)	3.840	eV
LUMO energy	-0.1947	Ha
net charge	+1

Geometry (Å):
Ba -6.87654 17.28788 16.31666
O -5.08554 17.11152 11.78953
C -6.08836 16.78540 12.56877
O -5.92779 16.66127 13.77467
O -7.19107 16.85664 12.05546
H -5.68862 17.25009 11.05558
C -4.22546 13.56445 12.47883
C -3.03573 14.55654 12.60328
O -3.03431 15.31191 13.82782
H -4.14607 13.06270 11.51444
H -5.22704 13.93496 12.69716
H -4.06894 12.81733 13.25690
H -2.99307 15.12903 11.67671
H -2.11329 13.97856 12.54722
H -3.55132 16.10953 13.69324
C -11.13398 18.06602 13.59966
C -10.11670 17.24169 14.38255
O -8.81662 17.79899 14.50061
H -10.79420 18.18630 12.57098
H -11.14133 19.04904 14.07053
H -12.12400 17.61397 13.65973
H -9.96283 16.22408 14.02352
H -10.47951 17.15223 15.40649
H -8.45707 17.61566 13.62957
C -7.37470 14.30621 9.19775
C -8.63207 14.47631 10.09318
O -8.22604 14.20659 11.40268
H -6.54814 14.90997 9.57243
H -7.57820 14.65906 8.18671
H -6.90353 13.32342 9.18299
H -9.40569 13.77868 9.77237
H -9.13292 15.44416 10.11605
H -7.88493 15.02110 11.77926
C -7.97155 20.45249 10.99830
C -7.70323 20.61564 9.52071
C -6.44221 21.53465 9.24088
C -5.83175 21.42688 7.81442
C -5.56311 20.01780 7.41925
C -6.86805 19.06121 7.54841
N -7.43767 19.27389 8.92853
O -8.22593 18.19147 9.38099
C -7.87596 19.41609 6.46146
C -6.38746 17.60419 7.36108
C -8.95138 21.18260 8.91957
H -9.01561 20.21277 11.19972
H -7.86994 21.38999 11.54497
H -7.27548 19.74320 11.44606
H -6.64339 22.58041 9.47327
H -5.69099 21.23133 9.97010
H -4.87316 21.94562 7.82577
H -6.53441 21.90338 7.13082
H -4.68665 19.59896 7.91372
H -5.19438 20.10861 6.39754
H -7.71073 18.91372 5.50835
H -8.85628 19.03821 6.75176
H -7.84103 20.46823 6.17883
H -5.75972 17.30728 8.20126
H -7.15628 16.83235 7.32526
H -5.79747 17.48356 6.45253
H -8.76069 21.64071 7.94907
H -9.40614 21.94114 9.55668
H -9.75920 20.46581 8.77214
H -7.70771 17.86662 10.12094

***

2.
A cluster of 2 separate species, C3H11N4 in total at a distorted geometry. Source: the Open Molecules 2025 dataset; level of theory: ωB97M-V/def2-TZVPD.

Computed properties:
gap between HOMO and LUMO (spin up / spin down)	8.0 / 8.0	eV
energy relative to the best compared isomer or geometry (same formula, charge and spin)	3.741	eV
LUMO energy (spin up / spin down)	-0.1893 / -0.1893	Ha
net charge	+1

Geometry (Å):
C -0.93310 0.61011 0.00859
C -2.44574 0.39850 0.25182
C -0.10022 -1.77671 -0.32528
N -0.48906 1.87998 0.05954
N 3.01658 -0.11906 -0.15878
N -0.08363 -0.30636 -0.24626
N 1.96544 0.55557 0.20137
H -2.63499 0.67708 1.28710
H -2.64352 -0.61047 0.01360
H -2.96262 1.07625 -0.41533
H -0.98342 -2.22547 -0.99362
H 0.86608 -2.32108 -0.64213
H -0.25525 -2.16859 0.67200
H -1.13605 2.63327 0.14484
H 3.18015 -0.06633 -1.21838
H 3.53879 -0.74804 0.46926
H 1.70122 0.38987 1.17647
H 0.39934 2.12146 -0.28480

***

3.
A structure of composition C6H10NS at a distorted geometry. Source: the Open Molecules 2025 dataset; level of theory: ωB97M-V/def2-TZVPD.

Computed properties:
expectation value of S²	2.0076
gap between HOMO and LUMO (spin up / spin down)	7.3 / 3.4	eV
energy relative to the best compared isomer or geometry (same formula, charge and spin)	1.624	eV
LUMO energy (spin up / spin down)	-0.1700 / -0.3140	Ha
net charge	+1
2S+1	3

Geometry (Å):
C 2.34532 -0.14498 1.88097
C 2.15655 0.78086 0.81561
C -0.87742 1.29696 -1.82494
C -0.66698 0.55249 -0.76367
C 2.54603 -1.24436 1.14093
C -1.33801 -0.65858 -0.41265
N -2.63542 -0.45271 0.32864
S 2.59436 -0.33150 -0.49689
H 2.06016 -0.02871 2.88674
H 1.74491 1.84955 0.83038
H -1.67704 1.16217 -2.54539
H -0.35005 2.21937 -2.00328
H 2.60921 -2.29755 0.89576
H -1.44177 -1.29536 -1.37827
H -0.83728 -1.34416 0.30132
H -3.23737 -1.26417 0.50856
H 0.15598 0.84387 -0.10574
H -3.15118 0.35679 -0.05807

***

4.
A cluster of 13 separate species, C40H113N7O19 in total at a distorted geometry. Source: the Open Molecules 2025 dataset; level of theory: ωB97M-V/def2-TZVPD.

Computed properties:
gap between HOMO and LUMO	9.2	eV
energy relative to the best compared isomer or geometry (same formula, charge and spin)	2.618	eV
LUMO energy	0.0108	Ha
net charge	0

Geometry (Å):
C -3.25922 -2.65672 5.79271
C -3.06344 -1.12312 5.89039
C -3.13175 -0.42766 4.55636
O -2.84301 0.93301 4.80597
C -2.63059 1.73908 3.62075
N -3.95302 -0.49813 6.88854
H -3.10908 -3.13358 6.78363
H -2.63953 -3.08179 5.05726
H -4.29223 -2.83892 5.44472
H -2.03783 -1.00453 6.35756
H -4.13530 -0.47321 4.10386
H -2.48991 -0.87119 3.72969
H -1.86478 1.33209 2.98457
H -2.43790 2.67383 4.08284
H -3.48304 1.85254 2.91646
H -4.92083 -0.48087 6.51600
H -3.66821 0.50121 6.89925
C 7.00389 0.50057 0.69361
C 5.57987 0.77494 0.99680
C 5.34066 1.95126 1.98780
O 4.00697 2.03681 2.35226
C 3.50722 3.23846 2.95360
N 4.75470 0.94064 -0.24713
H 7.10065 -0.46840 0.19115
H 7.60715 0.42524 1.57846
H 7.31322 1.25939 0.01309
H 5.10905 -0.02615 1.50384
H 5.72281 2.86955 1.58680
H 5.89019 1.79964 2.95711
H 2.47700 2.97681 3.33976
H 3.43482 4.05041 2.23745
H 4.18487 3.41947 3.75671
H 5.23502 1.59791 -0.84259
H 3.87683 1.35488 0.16287
C 2.12524 -2.30743 5.27294
C 2.11985 -0.98002 6.03759
C 3.40698 -0.21641 5.77332
O 4.48556 -1.04947 6.05552
C 5.78237 -0.76656 5.56409
N 1.00551 -0.09557 5.73377
H 2.85461 -3.00725 5.62821
H 2.24597 -2.07919 4.23312
H 1.10811 -2.72067 5.43376
H 2.14021 -1.21530 7.08968
H 3.43087 0.61245 6.50370
H 3.44907 0.14787 4.70424
H 6.10458 0.17313 6.01874
H 5.79382 -0.55576 4.45596
H 6.45143 -1.51764 5.94264
H 0.12714 -0.56164 6.02462
H 1.09867 0.72647 6.34408
C -0.19745 4.43232 -3.95436
C -0.88104 3.08340 -4.13836
C -0.15868 1.89322 -3.51550
O 0.98855 1.51014 -4.29027
C 1.43337 0.21534 -3.92664
N -2.31458 3.13694 -3.72995
H -0.77139 4.97624 -3.16467
H -0.14077 5.00436 -4.85268
H 0.84568 4.41101 -3.62754
H -0.93655 2.76833 -5.29558
H -0.85774 1.06120 -3.55507
H 0.13316 2.06381 -2.47567
H 1.87287 0.17621 -2.91307
H 2.30832 -0.03879 -4.53106
H 0.59026 -0.52108 -3.90435
H -2.81211 3.70051 -4.44084
H -2.69778 2.25699 -4.03841
C -1.93579 1.02514 -0.43802
C -0.94174 -0.11576 -0.70175
C 0.35297 0.14360 0.08155
O 0.11534 -0.18538 1.42626
C 1.21717 0.23686 2.31009
N -1.48955 -1.40457 -0.23852
H -1.51694 1.98126 -0.74712
H -2.07666 0.96653 0.66298
H -2.88117 0.77474 -0.96059
H -0.76523 -0.28440 -1.79126
H 0.79715 1.12754 0.07859
H 1.21504 -0.45361 -0.23822
H 1.47573 1.26770 2.25020
H 2.05858 -0.42787 2.12194
H 0.86106 0.14951 3.35860
H -2.01902 -1.27002 0.58597
H -0.83554 -2.15131 -0.05744
C -0.90240 -1.21439 -6.28811
C -2.21697 -0.46719 -6.31803
C -3.30527 -1.42511 -6.83045
O -4.64610 -0.83403 -6.76598
C -4.90011 0.26875 -7.65113
N -2.65099 -0.05587 -4.97859
H -0.57874 -1.48921 -7.27584
H -0.91305 -2.11998 -5.59919
H -0.10585 -0.51056 -5.89757
H -2.16015 0.32976 -7.05261
H -3.34947 -2.37820 -6.27207
H -3.07863 -1.73521 -7.84835
H -4.65282 0.12002 -8.66347
H -4.29937 1.14036 -7.34259
H -5.96375 0.53016 -7.59430
H -3.61138 0.03662 -4.89637
H -2.29727 -0.64417 -4.23974
C -5.63256 4.61577 -2.70145
C -4.96146 5.23533 -1.49636
C -4.64492 4.24941 -0.40575
O -3.90637 4.84642 0.65766
C -4.62257 5.48635 1.65838
N -3.83362 5.92878 -2.04332
H -5.03909 3.87939 -3.17741
H -5.77922 5.45568 -3.37405
H -6.55443 4.23508 -2.39615
H -5.64163 6.04377 -1.06817
H -3.99594 3.46188 -0.80641
H -5.52354 3.80260 -0.08000
H -3.91666 5.66265 2.45062
H -5.41691 4.75437 2.06568
H -5.16109 6.36947 1.34433
H -3.27811 6.51231 -1.40115
H -3.14008 5.32763 -2.56027
C -5.12664 -2.21078 -1.98290
C -4.23334 -1.09681 -2.52192
O -2.88478 -1.57609 -2.53562
O -4.85779 -2.58843 -0.64306
H -4.98307 -3.03919 -2.61525
H -6.16910 -1.79778 -2.00990
H -4.32849 -0.21992 -1.80506
H -4.46953 -0.81376 -3.54361
H -2.46762 -1.58351 -1.64325
H -3.89366 -2.68291 -0.58028
C -1.41948 -5.15463 -2.87132
C -0.43344 -3.94364 -2.74054
O 0.78508 -4.38161 -2.13341
O -0.98692 -5.88127 -4.00352
H -2.47456 -4.92080 -3.07659
H -1.40112 -5.69844 -1.90822
H -0.84299 -3.13473 -2.20277
H -0.28755 -3.56222 -3.68242
H 1.38384 -4.62266 -2.84049
H -1.30487 -6.78226 -3.96004
C 5.41854 -2.77340 -1.96333
C 4.59053 -2.14333 -3.01543
O 5.46099 -1.24760 -3.73669
O 5.52677 -2.03945 -0.77543
H 6.42680 -2.94622 -2.37483
H 5.03118 -3.77649 -1.81775
H 3.76436 -1.62023 -2.56474
H 4.20574 -2.88728 -3.65412
H 5.34544 -1.32147 -4.73455
H 5.38839 -1.08861 -0.79421
C 4.37771 -4.64233 2.53460
C 5.69046 -4.04070 2.12536
O 5.62757 -2.65303 2.03558
O 4.39712 -6.07365 2.75538
H 3.71078 -4.43723 1.67069
H 4.00780 -4.10712 3.41582
H 6.01840 -4.43420 1.18669
H 6.54479 -4.23114 2.93836
H 5.64024 -2.44075 1.07632
H 4.79117 -6.31499 3.60224
C -0.19162 4.77435 1.97439
C -0.13761 5.14779 0.46940
O -1.01966 4.49009 -0.35743
O -0.19724 3.42881 2.34209
H -0.98528 5.32245 2.49564
H 0.74869 5.21685 2.41445
H 0.84953 4.79967 0.11239
H -0.24740 6.17746 0.25524
H -1.91129 4.82869 -0.22318
H -0.90808 3.04249 1.81911
C 0.30886 -4.01433 2.42609
C 0.69862 -4.46011 1.02787
O 1.32149 -3.32240 0.40210
O -0.55448 -2.82072 2.37647
H 1.21465 -3.88286 3.02332
H -0.26882 -4.90839 2.79949
H -0.21538 -4.66117 0.47016
H 1.28868 -5.37686 1.09880
H 1.41756 -3.48921 -0.56718
H -0.05020 -2.04117 2.06177